Here is a structure of composition C28H63BN2NbO10 at a distorted geometry from OMol25. Energies are from ωB97M-V with the def2-TZVPD basis set.

The energy above the lowest of the compared OMol25 structures with the same formula, charge and spin comes out at 129.34 kcal/mol. The calculation puts the gap between HOMO and LUMO at 6.538 eV. For the HOMO energy, the calculation gives -4.25 eV.

```
! RIJCOSX wB97M-V def2-TZVPD def2/J DEFGRID3
* xyz -1 1
C 1.7420 -1.4975 1.6431
N 1.5471 -1.1188 0.2101
C 1.9102 0.3291 0.0303
Nb 0.1612 1.5725 0.7937
C -1.4144 0.3724 -0.3293
C -2.3032 -0.6154 0.5480
C -2.3240 -2.1358 0.1294
C -3.1746 -3.2157 0.8535
C -4.0571 -2.8108 2.0702
C -4.0426 -1.3262 2.4921
C -3.1950 -0.2420 1.7578
C -3.3095 1.2609 2.2638
B 0.2159 3.0163 -1.0485
N 0.7624 2.4723 -2.3514
O -0.2735 4.3919 -1.0091
H 0.7299 -1.5822 2.1875
H 2.3122 -0.6627 2.2041
H 2.3486 -2.4663 1.6858
H 2.1032 -1.7059 -0.4249
H 2.9042 0.6260 0.5555
H 2.0970 0.5027 -1.0932
H -0.0176 0.5996 2.3331
H 1.3920 2.6088 1.6945
H -1.1114 2.7193 1.4780
H -2.0635 1.0655 -0.9860
H -0.8390 -0.2968 -1.0818
H -1.6859 -2.4743 -0.7658
H -3.1374 -4.2866 0.4378
H -4.6822 -3.6301 2.5521
H -4.7150 -1.0267 3.3777
H -2.3705 1.5842 2.8540
H -4.2013 1.3985 2.9629
H -3.4425 1.9671 1.3703
H 0.1162 2.8538 -3.0796
H 0.5383 1.4547 -2.3539
H -1.2548 4.3226 -1.0971
C -6.3768 4.3940 5.3273
O -6.9714 3.2488 5.9090
C -7.1071 2.1849 4.9711
C -7.4173 0.8789 5.6928
O -6.2513 0.2414 6.2148
C -5.6989 0.8343 7.3906
C -6.5110 0.5331 8.6443
O -7.6217 1.4212 8.7414
C -8.5819 0.9697 9.6752
H -6.9763 4.7560 4.4866
H -6.3261 5.1745 6.0881
H -5.3585 4.1665 4.9959
H -6.1840 2.0752 4.3918
H -7.9342 2.4365 4.2964
H -7.8235 0.1774 4.9574
H -8.1772 1.0094 6.4652
H -5.5380 1.9054 7.2540
H -4.7136 0.3742 7.5086
H -5.8842 0.6842 9.5312
H -6.8622 -0.5049 8.6164
H -9.0074 0.0144 9.3498
H -9.3857 1.7067 9.7215
H -8.1375 0.8660 10.6714
C 5.1834 -6.3506 -5.6289
O 4.3175 -6.3109 -4.5113
C 4.9033 -5.6265 -3.4072
C 3.8421 -5.2991 -2.3631
O 3.1015 -4.1194 -2.6736
C 2.1302 -4.2610 -3.7133
C 0.8849 -5.0156 -3.2604
O 1.1141 -6.4219 -3.3069
C 0.1372 -7.1425 -2.5813
H 6.1204 -6.8553 -5.3743
H 4.6863 -6.9072 -6.4249
H 5.3853 -5.3364 -5.9892
H 5.3808 -4.7018 -3.7493
H 5.6597 -6.2871 -2.9663
H 4.3546 -5.0771 -1.4218
H 3.1789 -6.1451 -2.1748
H 2.5731 -4.6998 -4.6097
H 1.8324 -3.2403 -3.9699
H 0.0531 -4.7906 -3.9384
H 0.6190 -4.7123 -2.2413
H 0.1835 -6.8800 -1.5192
H 0.3536 -8.2076 -2.6825
H -0.8655 -6.9448 -2.9762
C 8.2085 5.4021 -5.4023
O 7.1350 4.4932 -5.2594
C 7.5636 3.2405 -4.7331
C 6.3642 2.4211 -4.2700
O 5.9094 2.7871 -2.9687
C 5.1797 4.0145 -2.8931
C 3.7603 3.8953 -3.4335
O 3.7615 4.0052 -4.8568
C 2.5443 3.5613 -5.4226
H 8.9730 4.9957 -6.0718
H 7.8172 6.3261 -5.8311
H 8.6448 5.6315 -4.4243
H 8.2468 3.4011 -3.8918
H 8.0882 2.7030 -5.5327
H 6.6854 1.3784 -4.1794
H 5.5491 2.4437 -4.9955
H 5.7311 4.8306 -3.3651
H 5.1155 4.2455 -1.8261
H 3.1473 4.7123 -3.0365
H 3.3290 2.9352 -3.1320
H 2.3969 2.4960 -5.2174
H 2.6003 3.6996 -6.5044
H 1.7002 4.1411 -5.0337
*
```